[1]
19
Properties=species:S:1:pos:R:3:forces:R:3 method="wB97M-V/def2-TZVPD" orbital_gap_ev="8.217 / 7.193" e_homo_ev="-25.02 / -26.18" charge=+4 s2=15.776 spin_multiplicity=8
Co -0.5591 -0.4615 -2.9630 -3.0 0.9 4.1
Er -0.0296 -0.0688 -0.0150 -3.5 -6.5 -2.4
Cl -1.2484 -1.7820 -1.0828 -0.7 -2.0 -1.6
Cl -1.1456 1.4258 -1.5818 0.1 0.5 -0.2
C 0.9800 1.4497 0.7310 8.1 12.1 5.8
C -0.1035 -1.9341 -3.9010 3.4 -11.2 -7.0
C -0.0239 0.6156 -4.3127 4.0 8.2 -10.0
O 1.5762 2.3324 1.1571 -2.4 -3.5 -1.7
O 0.2095 -2.9040 -4.5163 -2.3 7.1 4.4
O 0.3414 1.3214 -5.1990 -2.7 -5.2 6.4
N -2.5378 -1.2105 3.4558 1.6 -2.0 -0.8
C -1.8380 -2.4141 3.2782 -3.3 2.3 2.6
C -0.9890 -2.2453 2.2320 1.2 2.7 -2.7
N -1.1431 -0.9456 1.7448 0.2 -1.3 1.1
C -2.0819 -0.3598 2.5030 0.0 -1.5 1.0
H -3.2458 -1.0283 4.1711 -0.1 0.0 0.1
H -1.9816 -3.2630 3.8806 -0.3 -1.1 0.9
H -0.3020 -2.9463 1.8174 0.4 -0.5 -0.2
H -2.4184 0.6354 2.3829 -0.5 1.0 0.0

[2]
17
Properties=species:S:1:pos:R:3:forces:R:3 method="wB97M-V/def2-TZVPD" orbital_gap_ev=6.632 e_homo_ev=-2.31 charge=-2
C 2.0457 0.7887 1.1339 -1.3 0.7 -0.5
C 2.7029 -1.5035 -0.5838 -0.8 4.1 -3.9
C -0.0996 -0.4144 0.4803 -1.0 1.1 1.8
C -0.9805 -0.4062 -0.7404 -0.4 0.8 0.1
C 0.6646 0.8914 0.3932 1.6 -0.8 0.8
C 0.0427 1.8634 -0.2606 0.6 -0.5 0.3
O 2.7072 -0.2459 0.8151 0.6 0.1 0.6
O 2.9801 -2.4769 -0.0749 1.0 -4.2 2.8
O 2.3010 1.6122 2.0079 0.2 -0.1 -0.2
O 2.5100 -0.8987 -1.6008 -0.3 0.1 0.7
S -1.5203 1.3357 -0.8817 -0.7 0.7 -0.2
Cl -11.6738 -0.9427 -0.0004 -0.1 0.0 0.0
Cl 0.6974 3.4483 -0.5471 -0.4 -0.3 0.0
H -0.6915 -0.3638 1.4793 0.5 -0.1 -1.5
H 0.5458 -1.2686 0.6117 0.2 -0.2 -0.4
H -0.3152 -0.4261 -1.6285 -0.7 -1.2 0.3
H -1.9165 -0.9928 -0.6033 0.9 0.0 -0.9

[3]
17
Properties=species:S:1:pos:R:3:forces:R:3 method="wB97M-V/def2-TZVPD" orbital_gap_ev=8.853 e_homo_ev=-10.70 charge=0
C -1.9720 -0.0430 -0.7267 -1.3 0.0 2.6
C -1.0834 -0.2553 0.5872 1.1 3.5 -2.6
O -1.8217 -0.0080 1.6822 -1.6 -0.7 1.0
N -0.5928 -1.5358 0.5296 2.4 -2.7 -0.8
N 0.6121 -1.5991 0.1417 -1.7 -0.5 0.4
C 1.1693 -0.2948 -0.0424 -4.2 0.3 2.0
C 2.5691 -0.3666 -0.3835 2.2 2.8 -0.8
F 3.3253 -0.2764 0.7055 0.3 -0.6 0.9
F 2.8497 -1.4498 -1.0415 0.4 -1.0 -0.5
F 3.0026 0.7023 -1.1328 -0.8 -0.4 -0.1
C 0.2255 0.6172 0.3913 1.1 -2.0 -1.5
C 0.4037 2.0039 0.2886 -0.1 1.0 0.6
N 0.6141 3.1362 0.3313 -0.2 -0.3 -0.2
H -1.4856 -0.1967 -1.6290 1.0 -0.5 -1.6
H -2.4190 0.9420 -0.6838 0.4 0.5 0.0
H -2.8564 -0.6918 -0.6034 0.6 -0.2 -0.3
H -2.5406 -0.6843 1.5857 0.5 0.9 0.8

[4]
15
Properties=species:S:1:pos:R:3:forces:R:3 method="wB97M-V/def2-TZVPD" orbital_gap_ev=8.945 e_homo_ev=-14.83 charge=+1
C -1.4156 0.9256 -0.3994 -0.5 3.1 -1.0
C 0.8918 0.0647 0.0658 -1.6 -1.0 0.3
C -0.0947 1.1170 -0.3043 0.3 -3.0 1.2
C -2.1854 -0.2417 -0.1741 -0.9 -1.2 0.0
C 0.5455 -1.1658 0.3418 -2.7 -0.2 -0.3
C 2.3676 0.3119 0.2164 -0.7 0.6 0.6
N -1.6588 -1.3277 0.2954 4.1 1.7 -0.4
F 0.4805 2.2524 -0.4633 0.1 1.5 -0.5
F -3.4621 -0.1341 -0.4639 0.6 -0.5 0.1
F 0.9416 -2.3227 0.6181 -0.3 0.4 0.0
F -2.1869 -2.5327 0.2414 -1.0 -0.2 0.0
H -1.9595 1.8434 -0.8002 0.4 -1.4 0.8
H 2.4255 1.2310 -0.4112 1.3 -1.0 0.2
H 2.4379 0.6434 1.3039 0.7 -0.6 -1.4
H 2.8727 -0.6647 -0.0664 0.2 1.9 0.4

[5]
14
Properties=species:S:1:pos:R:3:forces:R:3 method="wB97M-V/def2-TZVPD" orbital_gap_ev="6.111 / 6.107" e_homo_ev="-7.58 / -7.57" charge=0
C 1.2137 -0.2311 -1.3162 2.6 -1.0 -2.5
C 1.4534 -1.3895 -0.5610 1.4 -0.8 -0.5
C 0.3090 0.6724 -0.9351 -0.6 2.3 -0.8
C 0.7927 -1.6398 0.6275 0.5 -1.1 0.4
C -0.3842 0.3153 0.2285 1.2 -0.8 -2.0
C -0.2408 -0.8234 0.9789 -1.5 0.9 1.0
N -1.4492 0.9923 0.6745 -3.3 1.5 4.0
N -1.9990 0.8792 1.8656 0.8 1.0 -2.1
O -2.2124 2.1197 0.2944 1.1 -0.7 0.3
O -2.7573 2.0261 1.6004 -0.6 -0.2 -0.3
H 1.8712 -0.1009 -2.2806 -1.5 0.0 2.0
H 2.2616 -1.9921 -1.0205 -0.7 -0.2 0.8
H 0.2584 1.6208 -1.5385 -0.4 -0.9 1.0
H 0.8828 -2.4491 1.3820 1.0 0.0 -1.3

[6]
15
Properties=species:S:1:pos:R:3:forces:R:3 method="wB97M-V/def2-TZVPD" orbital_gap_ev=10.394 e_homo_ev=-10.22 charge=0
N 1.8111 -0.2848 1.9822 -0.4 -0.9 1.0
C 2.1170 0.4811 1.1945 0.1 -0.2 0.2
C 2.5057 1.3278 0.2256 0.0 -0.4 0.6
N 2.8017 1.7767 -0.7799 1.1 1.8 -1.7
O 3.1755 2.4011 -1.7274 -0.3 -0.5 0.0
O -0.0476 1.7444 0.1908 -1.1 -1.6 -0.6
C -0.6430 0.6838 0.0556 0.7 1.9 0.5
C -0.6182 -0.3330 -0.9953 2.5 -0.9 -1.3
C -1.3520 -1.3697 -0.6760 -1.3 2.4 2.9
C -2.0359 -1.0252 0.6826 1.9 -2.5 -1.1
O -1.5214 0.2797 0.9975 -0.8 -1.4 0.5
H 0.1735 -0.4967 -1.7463 -0.7 1.1 0.1
H -1.5730 -2.2052 -1.2317 -0.1 -1.9 -1.0
H -3.0848 -1.0299 0.4475 -0.7 0.3 0.8
H -1.7085 -1.9503 1.3804 -0.9 2.7 -0.9

[7]
19
Properties=species:S:1:pos:R:3:forces:R:3 method="wB97M-V/def2-TZVPD" orbital_gap_ev="5.573 / 5.574" e_homo_ev="-20.25 / -20.25" charge=+3
O 0.0000 3.8174 -2.8110 0.0 -4.6 1.9
C 0.0000 2.7448 -2.4117 0.0 9.1 -3.2
Tl 0.0000 0.8052 -1.9566 0.0 -4.7 2.3
O -0.0006 -1.4089 -4.7471 0.0 2.9 4.1
C 0.0003 -0.7181 -3.8291 0.0 -2.8 -4.2
C 0.0000 -2.2475 -0.8766 0.0 -1.6 0.6
O 0.0003 -3.1987 -0.2623 0.0 1.6 -1.0
C -2.2751 0.1461 -1.5435 -3.6 -1.0 0.6
O -3.3521 -0.1652 -1.3447 3.5 1.0 -0.6
C 2.2752 0.1461 -1.5432 3.6 -1.0 0.6
O 3.3522 -0.1656 -1.3446 -3.5 1.0 -0.6
N 0.0000 -1.1565 3.0737 0.0 1.6 -1.9
C 0.0000 0.0276 2.4364 0.0 1.4 4.8
N 0.0000 1.1781 3.1465 0.0 -1.5 -1.1
S -0.0002 0.1821 0.7646 0.0 -1.5 -2.5
H 0.0000 -1.2940 4.0710 0.0 0.3 0.3
H 0.0000 -1.9543 2.4861 0.0 -1.0 -0.2
H 0.0000 1.9636 2.5384 0.0 1.0 0.4
H 0.0000 1.2979 4.1539 0.0 -0.2 -0.1

[8]
16
Properties=species:S:1:pos:R:3:forces:R:3 method="wB97M-V/def2-TZVPD" orbital_gap_ev=9.418 e_homo_ev=-10.01 charge=0
O -4.3805 -0.6690 -0.1057 -0.5 0.7 -0.7
C -3.3385 -0.0998 -0.1159 2.9 -1.0 1.6
N -2.0650 -0.6980 0.0422 1.6 2.8 0.4
C -1.0764 0.3089 0.2499 -4.7 -0.8 -0.8
C 0.3133 0.2190 0.2538 5.0 0.1 -0.8
C 1.2817 1.3144 -0.0140 -1.8 -1.3 1.0
N 2.5840 1.1600 -0.1010 -1.6 -0.3 -0.3
C 2.9656 -0.1465 -0.1248 4.6 1.9 -1.4
C 2.1355 -1.1465 0.0284 -3.2 -3.5 1.1
N 0.7902 -0.9807 0.3065 1.2 -1.3 -0.4
N -1.6376 1.4390 0.2345 -1.5 1.6 -0.2
O -3.0167 1.2264 -0.0181 -0.5 0.6 0.1
H -1.7688 -1.6031 -0.1147 0.1 -2.2 -0.3
H 0.7513 2.2292 -0.0761 0.5 1.4 -0.2
H 4.0891 -0.3244 -0.4323 -2.4 0.3 1.0
H 2.3728 -2.2291 -0.0128 0.4 1.0 0.0